Here is a molecular structure, C41H47B2NO4S2Zr in a non-equilibrium geometry from the Open Molecules 2025 dataset. Energies are from the ωB97M-V functional and the def2-TZVPD basis.

XYZ file:
```
98
Properties=species:S:1:pos:R:3:forces:R:3:mulliken_charge:R:1
Zr 0.147746 -0.851305 0.241119 1.5 -2.4 0.7 -1.390
C -2.291326 3.642410 2.473407 -0.1 0.0 -0.1 -1.739
C -0.939515 3.207939 3.022404 0.1 -0.1 0.0 0.853
C 0.192047 3.588106 2.061015 0.0 0.0 -0.1 -1.219
C -0.884030 1.745234 3.450333 0.0 0.1 0.1 0.241
C -1.985188 0.892117 3.427582 0.0 0.0 0.0 -0.157
C -1.938752 -0.355967 4.048649 -0.1 0.0 -0.1 -0.366
C -0.794926 -0.804324 4.693535 0.0 0.0 0.0 0.797
C -0.770020 -2.135535 5.403757 0.0 0.0 0.0 -1.338
C 0.329401 0.016937 4.649649 0.0 0.0 0.0 -0.686
C 0.286903 1.257207 4.034309 -0.1 0.0 0.2 -0.600
H -2.272197 4.713585 2.263736 0.0 0.0 0.0 0.475
H -3.101199 3.462166 3.183322 0.0 0.0 0.0 0.400
H -2.530978 3.127649 1.541007 0.0 0.0 0.1 0.145
H -0.774118 3.773188 3.947080 0.0 0.0 0.0 0.437
H 0.133145 3.008864 1.138923 0.0 0.0 0.0 -0.059
H 1.177409 3.425390 2.498294 0.0 0.0 0.0 0.376
H 0.120760 4.646870 1.799861 0.0 0.0 0.0 0.487
H -2.916953 1.213094 2.976072 0.1 0.0 0.0 0.282
H -2.835626 -0.971868 4.062899 0.0 0.0 0.0 0.359
H -1.612314 -2.233949 6.092575 0.0 0.0 0.0 0.413
H 0.149817 -2.259999 5.977985 0.0 0.0 0.0 0.364
H -0.809310 -2.964984 4.688812 0.0 0.1 0.0 -0.031
H 1.255126 -0.323470 5.101702 0.0 0.0 0.0 0.277
H 1.170758 1.883402 4.053302 0.0 0.0 0.0 0.276
S 0.709225 -2.362523 2.201806 0.0 0.4 -0.2 0.265
C 2.108624 -3.282834 1.613127 0.0 0.0 0.1 -0.007
C 2.805619 -4.034935 2.566151 0.0 0.0 -0.1 -0.615
C 3.898191 -4.810648 2.216110 0.0 0.1 -0.1 -0.721
C 4.316466 -4.833195 0.889870 -0.1 0.0 0.0 -0.574
C 3.638159 -4.084144 -0.056692 0.0 0.0 0.0 -0.690
C 2.526643 -3.302356 0.277928 0.0 0.1 -0.2 0.502
S 1.732753 -2.415649 -1.041566 -0.1 0.1 0.3 -0.419
H 2.476632 -3.994902 3.598748 0.0 0.0 0.0 0.465
H 4.422713 -5.382173 2.972055 0.0 0.0 0.0 0.378
H 5.172603 -5.427273 0.593806 0.0 0.0 0.0 0.353
H 3.962101 -4.094512 -1.089977 0.0 0.0 0.0 0.431
C -1.203595 -5.164295 1.508748 -0.3 0.1 0.0 -0.776
N -2.596275 -4.674671 1.795760 0.1 0.0 0.0 0.091
C -3.020852 -5.005363 3.183032 0.2 0.1 -0.3 -0.697
C -2.753723 -3.186264 1.486578 0.1 -0.2 0.1 0.432
C -2.648026 -3.000157 0.004891 -0.2 -0.1 0.1 -0.326
C -3.659588 -3.567927 -0.782673 -0.1 0.0 -0.1 -0.475
C -3.577968 -3.539181 -2.163773 0.1 0.1 0.1 -0.993
C -2.459772 -2.940971 -2.743489 -0.1 -0.1 0.1 -0.957
C -1.485631 -2.382838 -1.933599 0.0 0.1 -0.2 0.107
C -1.528900 -2.369184 -0.525237 -0.3 0.4 -0.5 1.604
H -1.189669 -6.240058 1.667256 0.0 0.0 0.0 0.402
H -0.523042 -4.644173 2.177114 0.0 0.0 0.0 0.263
H -0.962753 -4.906042 0.480235 0.1 0.0 0.0 0.290
H -3.210196 -5.141301 1.126496 -0.1 0.0 0.1 0.452
H -2.354879 -4.482521 3.866280 0.0 0.0 0.0 0.214
H -2.943847 -6.079641 3.331483 0.0 0.0 0.0 0.365
H -4.043927 -4.668701 3.326687 0.0 0.0 0.0 0.348
H -1.944608 -2.693958 2.022728 -0.1 0.1 0.0 -1.060
H -3.717543 -2.899144 1.909425 0.0 0.0 0.0 0.487
H -4.542801 -4.005730 -0.314311 0.0 0.0 0.0 0.405
H -4.362425 -3.966062 -2.775088 0.0 0.0 0.0 0.389
H -2.354056 -2.911094 -3.822304 0.0 0.0 0.0 0.436
H -0.633814 -1.943239 -2.451688 0.0 0.0 0.0 0.285
C 4.701299 4.399031 -5.056778 0.1 0.1 0.0 -2.180
C 3.539347 3.438647 -4.813959 0.0 0.0 0.1 2.215
C 3.733053 2.210824 -5.714564 0.0 0.0 0.0 -1.651
C 2.235001 4.148589 -5.202654 0.0 0.0 0.0 -1.650
C 3.457798 2.990709 -3.352392 0.0 0.0 0.0 0.523
C 4.354065 3.427399 -2.376851 0.0 -0.1 0.1 -0.357
C 4.274544 3.013120 -1.038645 0.1 0.1 -0.2 -1.976
C 3.265173 2.146449 -0.715207 0.1 -0.1 0.5 1.115
O 2.957289 1.586347 0.513792 0.0 0.1 -0.4 -0.916
B 1.849176 0.769782 0.313755 0.3 0.7 0.2 0.996
O 1.476390 0.864459 -1.072925 -0.3 -0.2 0.1 0.187
C 2.377253 1.709585 -1.674158 -0.3 -0.2 -0.1 -0.516
C 2.436012 2.102038 -2.981453 0.1 0.1 -0.2 -0.577
H 4.708905 4.692588 -6.108840 0.0 0.0 0.0 0.431
H 5.665370 3.935749 -4.832815 0.0 0.0 0.0 0.430
H 4.610885 5.308479 -4.457829 0.0 0.0 0.0 0.427
H 3.814246 2.518572 -6.760734 0.0 0.0 0.0 0.449
H 2.895616 1.514683 -5.634406 0.0 0.0 0.0 0.320
H 4.643139 1.670282 -5.443669 0.0 0.0 0.0 0.368
H 2.285791 4.491263 -6.239853 0.0 0.0 0.0 0.452
H 2.059819 5.016659 -4.562445 0.0 0.0 0.0 0.363
H 1.371424 3.486447 -5.111111 0.0 0.0 0.0 0.332
H 5.147182 4.110430 -2.647169 0.0 0.0 0.0 0.470
H 4.976743 3.361149 -0.293042 0.0 0.0 0.0 0.473
H 1.710419 1.731433 -3.693853 0.0 0.0 0.0 0.490
O -2.818448 0.324355 -0.904508 -0.1 -0.1 0.3 -0.606
B -1.653492 0.624502 -0.149527 -0.8 1.1 -1.3 1.703
O -1.429834 2.016927 -0.324935 0.0 -0.1 0.2 -0.152
C -2.417896 2.510476 -1.134981 0.4 0.2 0.3 0.277
C -2.612452 3.804651 -1.562237 -0.1 0.1 -0.2 -1.083
C -3.716027 4.020179 -2.390624 0.0 0.0 0.1 -0.626
C -4.569029 2.976517 -2.749516 0.1 0.0 0.0 -0.559
C -4.355660 1.674642 -2.293591 0.0 0.1 -0.1 -1.007
C -3.260262 1.483700 -1.481593 -0.2 -0.5 0.0 0.714
H -1.938538 4.602380 -1.276067 0.0 0.0 0.0 0.537
H -3.914417 5.018747 -2.759582 0.0 0.0 0.0 0.423
H -5.413769 3.179844 -3.395411 0.0 0.0 0.0 0.401
H -5.004622 0.853248 -2.566881 0.0 0.0 0.0 0.508
```
Forces are in eV/Å.

Values from the calculation:
ΔE to the lowest compared entry with this formula, charge and spin	43.4	kcal/mol
net charge	0
multiplicity	1
calculated total energy	-77266.1014	eV
gap between HOMO and LUMO	0.24706	Eh
molar mass	794.81	g mol⁻¹